(1)
Formula: C4H8FNS
Source: the OMol25 dataset
Level of theory: wB97M-V/def2-TZVPD

Results
E_HOMO = -0.32070 Ha
E_LUMO = 0.94 eV

CARTESIAN COORDINATES (ANGSTROEM)
1 C -0.76529 -1.09551 -0.30613
2 C 0.32221 -0.61186 0.60978
3 C 1.73358 0.99172 -0.35553
4 C 0.48891 0.98016 0.47062
5 H -2.73017 -1.20719 0.18976
6 H -2.26176 0.33619 -0.51608
7 H -0.36273 -0.78942 -1.31792
8 H -0.72559 -2.19343 -0.32480
9 H 0.11904 -0.94389 1.70446
10 H 1.39070 0.80784 -1.42183
11 H 2.52046 1.81581 -0.33232
12 H 0.79173 1.34040 1.44025
13 N -2.03130 -0.45417 0.05192
14 F -0.57112 1.77076 0.04299
15 S 2.08133 -0.74741 0.06485

Forces on the atoms, in the same order (eV/Å):
1.344 0.554 -1.619
-0.242 1.670 1.894
-0.140 -0.100 -3.351
0.461 -0.559 1.798
0.246 1.466 -0.522
-0.433 -0.106 -0.206
-0.871 -0.357 0.528
-0.695 0.241 0.100
0.474 0.617 -1.855
0.568 1.088 0.852
-1.135 -1.260 0.368
-0.334 0.256 0.623
0.123 -2.605 0.787
0.480 -0.399 -0.261
0.156 -0.506 0.867

=====

(2)
Formula: C4H8FP
Source: the OMol25 dataset
Level of theory: wB97M-V/def2-TZVPD

Results
E_HOMO (alpha / beta) = -0.27352 / -0.33855 Ha
E_LUMO (alpha / beta) = 0.45 / -1.35 eV
expectation value of S² = 2.030
spin multiplicity = 3

CARTESIAN COORDINATES (ANGSTROEM)
1 C 0.33171 0.71420 0.06332
2 C -0.25826 -2.32648 -1.03549
3 C -0.63736 2.54564 1.87291
4 C 0.86313 -1.61890 -1.46889
5 F 1.11832 1.71931 -0.34304
6 P -0.85017 0.80457 1.22153
7 H -1.19636 -2.26494 -1.66659
8 H -0.51183 -1.91086 -0.02238
9 H -0.00960 -3.36614 -1.05685
10 H -0.96884 2.87350 2.86917
11 H 0.53987 2.72524 1.85635
12 H -1.09765 3.11613 1.11158
13 H 0.97720 -1.60098 -2.58038
14 H 1.69984 -1.41027 -0.82123

Forces on the atoms, in the same order (eV/Å):
0.183 2.247 0.433
-3.412 0.271 1.518
3.560 -0.165 0.192
2.121 0.947 -3.601
-0.162 -1.131 -0.057
-0.577 -0.872 0.870
1.103 0.280 0.434
-0.160 -1.136 -0.457
-0.095 -1.186 0.736
-0.267 -0.823 -0.386
-2.535 -0.024 -0.050
-0.349 1.147 -0.643
0.539 0.322 1.072
0.050 0.124 -0.061

=====

(3)
Formula: C4H8IN2O
Source: the OMol25 dataset
Level of theory: wB97M-V/def2-TZVPD

Results
E_HOMO = -0.50041 Ha
E_LUMO = -4.80 eV
net charge = +1

CARTESIAN COORDINATES (ANGSTROEM)
1 C -1.49528 1.42034 -0.04633
2 C 0.48659 1.21779 -0.11695
3 C -0.67447 -0.80027 -0.26628
4 C 1.77174 -0.87372 0.15916
5 N -1.77243 0.13106 -0.10149
6 N 0.50092 -0.15872 0.37139
7 O -2.04661 2.44106 0.06065
8 I -3.71754 -0.62571 0.00652
9 H 0.75238 1.29249 -1.16290
10 H 0.96698 1.93879 0.52185
11 H -0.93183 -1.75719 0.19599
12 H -0.45126 -0.95766 -1.33079
13 H 1.98535 -0.97685 -0.90430
14 H 2.57743 -0.30811 0.62418
15 H 1.72269 -1.86449 0.60649
16 H 0.32536 -0.11881 1.38281

Forces on the atoms, in the same order (eV/Å):
4.116 0.231 -0.083
-3.507 1.053 -0.156
-0.811 -0.270 -0.468
0.732 -0.553 -0.110
-1.064 -1.332 0.199
0.185 0.071 0.352
-0.662 0.350 -0.025
0.666 0.360 -0.055
0.210 -0.184 -0.069
0.135 -0.010 0.228
0.241 0.171 0.039
0.177 0.013 0.258
-0.199 0.142 0.025
-0.110 0.017 0.012
-0.080 -0.004 0.040
-0.029 -0.056 -0.186

=====

(4)
Formula: C4H8INO3
Source: the OMol25 dataset
Level of theory: wB97M-V/def2-TZVPD

Results
E_HOMO (alpha / beta) = -0.33600 / -0.29632 Ha
E_LUMO (alpha / beta) = -0.74 / -1.35 eV

CARTESIAN COORDINATES (ANGSTROEM)
1 C -0.41787 -1.57758 0.34796
2 C 1.26959 0.50492 -1.25138
3 C 0.45396 -0.51413 1.02303
4 C 0.77027 0.64457 0.11708
5 N -1.58412 1.03260 -0.72041
6 O -2.52991 1.11081 0.01612
7 O -1.46480 1.23195 -1.89990
8 O -0.09407 -0.08659 2.23586
9 I 0.97049 2.48997 1.07174
10 H -0.03569 -1.84718 -0.63283
11 H -0.44614 -2.47057 0.96982
12 H -1.43451 -1.20747 0.23735
13 H 2.11190 1.16530 -1.45669
14 H 1.54301 -0.52501 -1.47832
15 H 0.46916 0.80262 -1.96127
16 H 1.41701 -0.97665 1.29845
17 H -0.99829 0.22244 2.08337

Forces on the atoms, in the same order (eV/Å):
0.158 0.003 0.114
0.173 0.063 -0.270
-0.033 -0.197 -0.148
-1.428 0.629 -0.118
2.489 -0.433 0.826
-0.460 0.187 -0.475
-1.070 0.178 -0.023
-0.266 -0.140 0.366
0.178 -0.192 -0.287
0.005 -0.051 -0.078
0.057 -0.003 0.025
-0.009 0.027 -0.016
0.033 -0.040 0.065
0.028 -0.049 0.020
0.131 -0.080 0.214
-0.033 0.106 -0.140
0.048 -0.009 -0.075

=====

(5)
Formula: C4H8INS
Source: the OMol25 dataset
Level of theory: wB97M-V/def2-TZVPD

Results
E_HOMO (alpha / beta) = -0.31589 / -0.26418 Ha
E_LUMO (alpha / beta) = -0.59 / -0.12 eV

CARTESIAN COORDINATES (ANGSTROEM)
1 C 0.97488 1.31114 -1.68788
2 C 0.82541 -1.27317 1.01040
3 C -2.20898 0.31134 0.82977
4 C 0.30284 -0.52702 -0.22363
5 N 0.88017 0.60778 -0.54949
6 S 1.79792 2.75560 -1.77872
7 I -0.35740 -1.75224 -1.75729
8 H 0.61735 0.71876 -2.47944
9 H 1.60375 -1.88776 0.63606
10 H -0.03406 -1.75603 1.33587
11 H 1.19676 -0.57075 1.81601
12 H -1.93723 0.87620 1.68366
13 H -2.51584 -0.70153 0.94128
14 H -2.51575 0.92885 0.04404
15 H 1.37017 0.95883 0.17936

Forces on the atoms, in the same order (eV/Å):
1.246 0.882 0.641
0.130 2.979 -0.806
0.698 -0.204 0.431
-1.202 -1.821 1.013
-0.291 0.538 -2.136
-0.668 -0.762 -0.086
-0.211 -0.226 -0.150
-0.659 -0.073 -1.448
0.801 -1.020 0.227
-1.034 -1.516 1.078
-0.379 -0.686 -0.955
0.392 0.125 0.890
-0.213 -0.456 -0.101
-0.472 0.352 -1.382
1.861 1.888 2.784

=====

(6)
Formula: C4H8IO2S
Source: the OMol25 dataset
Level of theory: wB97M-V/def2-TZVPD

Results
E_HOMO = -0.11753 Ha
E_LUMO = 3.17 eV
net charge = -1

CARTESIAN COORDINATES (ANGSTROEM)
1 I -16.64202 -12.62036 -9.31456
2 C -17.38697 -14.38561 -6.51294
3 C -16.05610 -13.98580 -6.87368
4 C -15.22111 -15.32184 -7.06849
5 S -15.64907 -16.35489 -5.63522
6 O -15.13161 -15.61388 -4.49551
7 O -15.34126 -17.72545 -5.92783
8 C -17.33836 -15.72537 -5.72938
9 H -18.03705 -14.35156 -7.38720
10 H -17.83205 -13.74436 -5.75214
11 H -15.74328 -13.40754 -6.00428
12 H -15.97250 -13.36413 -7.76511
13 H -14.13919 -15.18968 -7.07707
14 H -15.43342 -15.73021 -8.05654
15 H -17.71617 -15.59678 -4.71507
16 H -17.89608 -16.51957 -6.22568

Forces on the atoms, in the same order (eV/Å):
-1.396 2.107 -4.185
-2.455 -1.064 1.269
3.883 -1.389 2.031
0.219 1.435 0.278
0.179 4.069 -2.039
0.457 -1.222 0.403
-0.446 -0.804 0.750
-1.197 -1.538 -0.335
-0.266 -0.612 -0.038
-0.040 0.625 -0.447
1.101 -0.055 -0.068
0.571 -0.976 1.860
0.063 0.179 0.334
-0.519 -0.486 0.186
0.145 -0.249 -0.018
-0.298 -0.020 0.021

=====

(7)
Formula: C4H8IO3P
Source: the OMol25 dataset
Level of theory: wB97M-V/def2-TZVPD

Results
E_HOMO = -0.35868 Ha
E_LUMO = 0.33 eV
SMILES = C=CO[P@@](=O)(I)OCC

CARTESIAN COORDINATES (ANGSTROEM)
1 C 1.28120 2.62040 0.09401
2 C 1.55686 1.40578 -0.32316
3 O 0.67177 0.32596 -0.42418
4 P -0.77462 0.49513 -1.08221
5 O -1.43493 1.80477 -1.07015
6 I -0.08182 -0.40607 -3.25496
7 O -1.59282 -0.60587 -0.40572
8 C -0.85904 -1.79287 0.05703
9 C -0.50273 -1.79804 1.58687
10 H 2.05159 3.35339 0.23236
11 H 0.23545 3.04308 -0.00624
12 H 2.64751 1.08746 -0.25332
13 H -1.70024 -2.46131 -0.13768
14 H -0.11386 -2.03378 -0.71948
15 H -0.19263 -0.73188 1.74762
16 H -1.45938 -1.80562 2.06626
17 H 0.26767 -2.50054 1.89295

Forces on the atoms, in the same order (eV/Å):
-2.459 1.403 -1.289
2.383 -0.997 1.664
0.332 1.067 0.147
0.407 1.714 -1.182
0.496 -0.602 -0.313
-0.439 0.223 -0.005
0.269 -0.622 1.312
-1.402 -1.693 -0.342
-0.088 2.909 -2.289
0.445 -0.076 0.080
1.259 -0.726 0.616
-1.699 -0.074 -0.562
0.561 -0.819 0.339
0.184 0.161 0.842
0.410 -1.016 0.256
-0.321 -0.791 0.771
-0.338 -0.063 -0.045

=====

(8)
Formula: C4H8InO4
Source: the OMol25 dataset
Level of theory: wB97M-V/def2-TZVPD

Results
E_HOMO = -0.13537 Ha
E_LUMO = -0.44 eV
net charge = -1

CARTESIAN COORDINATES (ANGSTROEM)
1 In 14.19045 -0.18241 -2.27441
2 O 13.19999 -1.83034 0.45836
3 C 14.47160 -2.50324 0.62958
4 C 15.90162 -1.92444 0.53829
5 O 16.37957 -1.22684 -0.60034
6 H 14.28833 -3.17164 -0.21171
7 H 14.29147 -3.22153 1.42940
8 H 16.64246 -2.69681 0.74489
9 H 15.98511 -1.24805 1.38895
10 O 13.62847 2.74584 -2.58246
11 C 12.25601 3.15746 -2.36706
12 C 11.41989 2.39745 -1.27185
13 O 11.37653 0.94819 -1.16564
14 H 11.51547 2.94288 -3.13755
15 H 12.19301 4.24561 -2.35903
16 H 10.37493 2.64318 -1.46095
17 H 11.60189 2.89450 -0.31900

Forces on the atoms, in the same order (eV/Å):
-0.454 0.686 1.665
3.104 0.375 0.247
-4.631 -0.654 -1.330
1.810 2.169 -1.499
-2.245 -0.684 0.808
1.094 -0.460 -1.053
0.927 0.418 1.080
-0.424 -0.864 0.052
-0.306 0.403 0.424
-3.294 0.154 0.465
2.982 -1.694 -1.818
-1.696 -2.960 1.823
1.784 3.225 -0.823
0.654 -0.573 -1.418
0.051 0.259 1.309
-0.221 0.564 -0.496
0.865 -0.365 0.563

=====

Calculated energy relative to the best compared isomer or geometry (same formula, charge and spin) in order - 14.48 47.04 28.42 96.62 85.58 46.08 0.00 51.27 kcal per mole
Calculated electronic energy in order - -709.96605 -598.18623 -639.34278 -735.20953 -907.69292 -1003.58369 -1022.01619 -647.96926 Eh